Record 1
# C34H95N7O10

A 10-piece molecular cluster, C34H95N7O10 overall in a non-equilibrium geometry (ωB97M-V/def2-TZVPD, the OMol25 dataset).

Geometry (Å):
C 0.63 5.49 -2.25
O 1.54 5.29 -3.25
C 1.38 4.02 -3.93
C 2.61 3.79 -4.72
C 2.63 4.61 -5.95
N 2.72 2.42 -5.12
H 0.83 6.52 -1.90
H 0.75 4.82 -1.37
H -0.37 5.49 -2.58
H 1.19 3.26 -3.11
H 0.44 3.96 -4.54
H 3.47 4.03 -4.15
H 3.54 4.36 -6.55
H 2.64 5.64 -5.65
H 1.76 4.42 -6.64
H 3.40 2.24 -5.83
H 3.07 1.87 -4.34
C -3.33 -2.18 -1.85
O -4.21 -2.22 -0.81
C -5.51 -1.73 -1.18
C -6.48 -2.21 -0.13
C -6.32 -3.70 0.36
N -7.85 -2.04 -0.71
H -2.48 -2.82 -1.61
H -3.07 -1.14 -2.17
H -3.73 -2.71 -2.73
H -5.42 -0.61 -1.18
H -5.93 -2.18 -2.12
H -6.42 -1.60 0.76
H -6.70 -4.45 -0.37
H -6.98 -3.80 1.21
H -5.28 -3.85 0.66
H -8.10 -1.08 -0.70
H -8.16 -2.42 -1.63
C 0.15 -4.74 3.15
O -0.40 -5.91 2.57
C -0.22 -5.92 1.12
C -0.84 -4.80 0.30
C -2.33 -4.61 0.69
N -0.64 -5.09 -1.14
H 0.14 -4.94 4.25
H -0.44 -3.86 2.98
H 1.15 -4.50 2.85
H 0.82 -5.94 0.83
H -0.64 -6.90 0.87
H -0.26 -3.90 0.45
H -2.70 -3.70 0.28
H -2.50 -4.60 1.78
H -2.92 -5.44 0.32
H -0.80 -6.05 -1.33
H 0.32 -4.94 -1.40
C -4.92 5.87 -2.24
O -3.93 5.28 -1.44
C -4.49 4.46 -0.43
C -3.35 4.08 0.54
C -3.93 3.31 1.77
N -2.66 5.35 0.95
H -4.45 6.50 -2.97
H -5.59 6.50 -1.61
H -5.54 5.08 -2.69
H -5.16 4.98 0.20
H -5.09 3.65 -0.85
H -2.67 3.41 0.03
H -4.34 2.37 1.42
H -4.78 3.82 2.18
H -3.19 3.14 2.57
H -3.21 5.75 1.72
H -2.69 5.95 0.13
C 5.46 1.27 2.55
O 4.64 0.61 3.47
C 3.73 -0.25 2.77
C 3.31 -1.35 3.77
C 2.64 -0.82 5.02
N 4.46 -2.15 4.17
H 6.13 1.90 3.13
H 4.82 2.05 2.05
H 6.01 0.56 1.89
H 2.87 0.32 2.32
H 4.22 -0.72 1.92
H 2.59 -1.99 3.23
H 2.27 -1.66 5.66
H 1.87 -0.11 4.67
H 3.22 -0.15 5.62
H 5.16 -1.54 4.54
H 4.89 -2.69 3.46
C 6.43 -1.54 0.13
O 5.36 -2.32 0.37
C 4.57 -2.52 -0.81
C 3.16 -2.84 -0.40
C 3.14 -4.12 0.51
N 2.25 -3.05 -1.51
H 7.19 -2.11 -0.35
H 6.78 -1.20 1.08
H 6.21 -0.63 -0.47
H 4.49 -1.67 -1.47
H 5.05 -3.28 -1.43
H 2.73 -2.03 0.21
H 3.23 -5.03 -0.06
H 2.15 -4.21 1.01
H 3.91 -4.18 1.28
H 2.29 -2.19 -2.06
H 2.62 -3.78 -2.09
C -2.68 -1.43 3.98
O -1.82 -0.44 3.29
C -0.88 -1.13 2.48
C -0.31 -0.29 1.37
C -1.44 0.11 0.39
N 0.78 -1.00 0.75
H -2.93 -2.26 3.32
H -3.59 -0.94 4.32
H -2.04 -1.90 4.72
H -0.09 -1.63 3.01
H -1.37 -1.98 2.02
H 0.01 0.66 1.81
H -1.94 -0.78 -0.03
H -1.01 0.71 -0.43
H -2.21 0.67 0.84
H 1.05 -0.39 0.01
H 0.45 -1.82 0.24
C 1.34 3.25 3.63
C 0.05 3.90 3.22
O 0.05 4.11 1.76
H 1.42 2.35 3.03
H 1.30 3.02 4.67
H 2.22 3.88 3.35
H -0.14 4.83 3.78
H -0.84 3.23 3.38
H -0.83 4.55 1.48
C 2.52 1.97 -0.48
C 3.05 0.86 -1.36
O 2.08 -0.07 -1.89
H 3.23 2.81 -0.35
H 2.33 1.61 0.51
H 1.55 2.36 -0.91
H 3.74 0.28 -0.77
H 3.62 1.23 -2.21
H 1.53 0.18 -2.72
C -0.61 -0.87 -3.29
C -0.31 -0.05 -4.53
O 0.96 0.62 -4.29
H 0.23 -1.50 -3.10
H -1.50 -1.54 -3.35
H -0.83 -0.22 -2.43
H -1.06 0.71 -4.80
H -0.24 -0.64 -5.41
H 1.18 1.25 -5.03

## Properties
Energy relative to the best compared isomer or geometry (same formula, charge and spin) ... 62.5 kcal per mole
Orbital gap ... 8.949 eV
DFT total energy ... -67698.6539 eV
LUMO level ... 0.367 eV
HOMO level ... -0.3154 Eh
F_max ... 2.89 eV/A

---

Record 2
# C21H24N2O4

C21H24N2O4 as an isolated structure in a non-equilibrium geometry (ωB97M-V/def2-TZVPD, the OMol25 dataset).

Geometry (Å):
C 0.49 -2.13 7.64
C 1.51 -1.63 6.46
C 0.93 -1.76 5.03
O 1.87 -1.34 4.23
C 1.58 -1.20 3.01
C 0.23 -1.75 2.51
C -0.09 -1.79 1.18
C 1.22 -1.36 0.18
C 2.46 -1.05 0.73
C 2.54 -1.02 2.04
H 3.64 -0.99 2.41
H 3.33 -0.86 0.09
N 0.88 -1.17 -1.14
C -0.11 -2.08 -1.95
O -0.89 -2.61 -1.39
C -0.07 -1.77 -3.30
H -1.07 -1.35 -3.77
C 0.96 -0.56 -3.38
H 1.79 -0.62 -4.43
C 0.28 0.71 -3.55
O 0.59 1.57 -4.47
N -0.48 0.90 -2.43
C -1.18 2.13 -2.27
C -1.46 3.13 -3.09
C -1.86 4.40 -2.84
C -2.77 4.45 -1.62
C -2.70 3.52 -0.55
C -1.72 2.22 -1.07
O -1.67 1.15 -0.06
C -2.29 1.18 1.10
H -1.77 0.20 1.51
H -3.19 1.25 1.08
H -1.89 2.00 1.69
H -3.14 3.54 0.41
H -3.41 5.30 -1.21
H -2.20 5.05 -3.61
H -0.73 3.35 -4.09
H -0.69 0.27 -1.75
C 1.82 -0.73 -2.11
H 2.11 0.09 -1.66
H 2.52 -1.29 -2.29
H 0.29 -2.83 -3.80
H -0.90 -2.06 0.77
H -0.59 -1.98 3.18
H 0.67 -2.85 5.07
H -0.02 -0.98 5.06
H 2.31 -2.28 6.58
H 1.77 -0.55 6.71
H 1.18 -2.04 8.59
H 0.25 -3.25 7.62
H -0.23 -1.44 7.64

## Properties
Energy relative to the best compared isomer or geometry (same formula, charge and spin) ... 377.1 kcal per mole
Orbital gap ... 7.767 eV
DFT total energy ... -33322.9869 eV
LUMO level ... 0.578 eV
HOMO level ... -0.2642 Eh
F_max ... 12.20 eV/A

---

Record 3
# C3HO4

A 2-piece molecular cluster, C3HO4 overall in a non-equilibrium geometry (ωB97M-V/def2-TZVPD, the OMol25 dataset).

Geometry (Å):
C -1.55 0.89 -0.47
C 1.67 -1.27 0.52
C -0.22 0.92 -0.29
O 0.74 -2.00 0.62
O -2.22 1.00 -1.56
O 2.81 -1.03 0.52
O 0.91 0.49 0.03
H -2.13 1.00 0.63

## Properties
Net charge ... -1
Energy relative to the best compared isomer or geometry (same formula, charge and spin) ... 41.7 kcal per mole
Orbital gap ... 6.480 eV
DFT total energy ... -11316.3022 eV
LUMO level ... 3.746 eV
HOMO level ... -0.1005 Eh
F_max ... 2.81 eV/A